# 1
Below is a cluster of 3 separate species, C7H10N2O2S in total, with properties calculated with ωB97M-V/def2-TZVPD.

XYZ file:
```
22
Properties=species:S:1:pos:R:3:lowdin_charge:R:1
N 1.483 2.511 -1.018 0.1602
C -0.953 -0.848 -0.971 -0.0661
O 2.961 -2.148 -0.960 0.1011
S 4.725 -0.807 0.560 0.7862
C 1.250 2.319 0.130 -0.4538
C -0.472 -1.603 0.906 -0.0743
C -1.090 -0.361 0.283 -0.2955
H 0.339 -2.649 -1.198 0.0851
H -1.303 -2.933 -0.797 0.1215
C -0.441 -2.189 -0.578 -0.1671
N 1.275 2.232 1.300 0.1845
H -2.624 1.523 -0.732 0.0271
H 1.934 1.931 -1.697 0.0683
H -1.240 -2.187 1.369 0.0865
C -2.483 1.563 0.250 -0.0912
C 3.764 -1.550 -0.402 -0.8914
O -1.543 0.766 0.908 -0.0937
H -2.156 2.660 0.394 0.1209
H 0.492 2.227 1.900 0.0591
H -3.520 1.351 0.692 0.1196
H -0.897 -0.243 -1.822 0.0843
H 0.499 -1.566 1.483 0.1289
```

**Highest occupied orbital energy**: -8.338 eV
**Max |F|**: 5.362 eV/A
**E**: -25327.7409 eV
**SMILES string**: COC1=CCC1.N=C=N.O=C=S
**Multiplicity**: 1


# 2
Below is the ion C4H10N5 with charge +1, with properties calculated with ωB97M-V/def2-TZVPD.

XYZ file:
```
19
Properties=species:S:1:pos:R:3:lowdin_charge:R:1
C 0.447 1.233 -0.563 -0.4774
N -0.960 -2.509 0.810 0.1284
H 0.980 3.296 -0.803 0.1092
C -0.729 -0.766 -0.819 -0.1256
H 2.250 2.293 -1.160 0.1218
N 0.153 -0.189 2.652 0.2077
N 0.197 0.140 -1.313 0.0574
H -1.784 -2.764 0.288 0.1014
N 0.254 1.319 0.671 0.2258
H -0.820 -1.802 -1.383 0.1752
C 1.137 2.332 -1.355 0.0163
N -0.425 -1.177 0.612 -0.0808
H -1.841 -0.385 -0.694 0.1817
H 0.684 2.305 -2.287 0.0626
H 0.305 -1.001 3.226 0.1359
C -0.160 -0.217 1.410 -0.2351
H 1.002 -0.002 -1.891 0.1602
H 0.732 0.610 2.945 0.1493
H -1.048 -2.663 1.791 0.0859
```

**Highest occupied orbital energy**: -13.813 eV
**Max |F|**: 5.531 eV/A
**Total charge**: +1
**E**: -11751.4462 eV
**SMILES string**: CC1=NC(=[NH2+])N(N)CN1
**Multiplicity**: 1


# 3
Below is a cluster of 2 separate species, C4H8N2O in total, with properties calculated with ωB97M-V/def2-TZVPD.

XYZ file:
```
15
Properties=species:S:1:pos:R:3:lowdin_charge:R:1
H 1.379 1.755 0.376 0.0763
C -1.581 -0.600 -0.390 -0.1571
N 0.595 -1.356 -0.131 -0.0869
C -0.944 0.131 0.835 -0.1422
C -0.451 -1.437 -0.831 -0.2186
H 2.759 0.523 0.794 0.0893
H -2.374 -1.244 -0.135 0.0858
H -0.432 -1.976 -1.860 0.1289
C 2.087 0.982 0.058 -0.0661
O 2.325 1.038 -1.267 -0.0539
H 3.053 0.395 -1.685 0.1880
H -0.616 1.112 0.653 0.0490
H -1.242 0.074 1.879 0.0943
N 0.516 -0.463 0.860 -0.0829
H -1.754 0.168 -1.119 0.0960
```

**Highest occupied orbital energy (spin up / spin down)**: -7.423 / -6.973 eV
**Max |F|**: 3.644 eV/A
**E**: -9300.2428 eV
**Multiplicity**: 1


# 4
Below is a structure of composition C3H4InO2, with properties calculated with ωB97M-V/def2-TZVPD.

XYZ file:
```
10
Properties=species:S:1:pos:R:3:lowdin_spin:R:1
H -1.104 -1.233 -1.178 0.0008
H 1.067 0.378 -0.771 0.0082
H -0.643 1.579 -0.466 0.0002
C -1.152 -0.606 -0.282 0.0191
C -0.223 0.588 -0.298 0.0110
O -0.593 -1.376 0.837 0.0384
O 0.291 0.534 1.063 0.0963
In 2.499 0.188 1.462 0.4787
H -2.198 -0.376 -0.052 -0.0001
C 0.264 -0.708 1.528 0.3474
```

**Highest occupied orbital energy (spin up / spin down)**: -21.220 / -21.228 eV
**Max |F|**: 4.603 eV/A
**Total charge**: +2
**E**: -12419.7471 eV
**Multiplicity**: 2


# 5
Below is the molecule C5H8O, with properties calculated with ωB97M-V/def2-TZVPD.

XYZ file:
```
14
Properties=species:S:1:pos:R:3:lowdin_charge:R:1
H 0.299 2.080 -0.792 0.1190
C 0.490 -0.186 1.179 -0.0617
H 0.712 -1.261 1.210 0.1209
C -1.179 -0.989 -0.593 -0.0876
H -1.765 -1.633 0.070 0.0792
H -0.349 -1.581 -0.991 0.0822
H -1.399 0.837 0.572 0.1334
C 0.435 0.999 -0.690 -0.0621
H 0.627 0.577 -1.684 0.1210
C 1.493 0.608 0.342 -0.3941
O 2.662 0.846 0.458 0.1010
H 0.386 0.175 2.207 0.1189
C -0.609 0.206 0.149 -0.3492
H -1.804 -0.677 -1.436 0.0792
```

**Highest occupied orbital energy**: -9.495 eV
**Max |F|**: 0.359 eV/A
**E**: -7361.4486 eV
**SMILES string**: CC1CC(=O)C1
**Multiplicity**: 1


# 6
Below is a cluster of 2 separate species, C11H21NO8P2S in total, with properties calculated with ωB97M-V/def2-TZVPD.

XYZ file:
```
44
Properties=species:S:1:pos:R:3:lowdin_charge:R:1
H 2.392 -1.640 -2.474 -0.0303
H -4.953 2.650 -1.353 0.0733
H -1.240 2.141 -1.419 0.0911
O 0.615 -4.281 4.013 -0.1072
C -4.578 1.580 -1.020 -0.5380
H -3.273 0.742 0.653 0.1018
H -4.542 0.893 -1.976 0.0817
O -0.404 -0.042 -3.689 -0.2920
C 2.383 3.228 0.084 -0.2403
H -2.303 0.710 -2.063 0.1092
O -0.825 -3.114 1.022 0.1031
N 2.103 -0.973 -3.222 -0.2193
H 1.223 3.117 -0.111 0.0442
P 1.828 0.330 0.550 0.9931
C -3.178 1.597 -0.155 -0.2519
H 3.608 -1.573 0.314 0.0863
O 1.736 1.704 -2.953 -0.3124
C 2.951 -1.079 1.180 -0.4355
H -0.199 0.485 -4.540 0.0759
P 1.037 0.133 -2.665 0.7162
H 3.522 1.490 -1.059 0.0762
H 1.769 -3.025 1.368 0.0800
C -1.840 1.187 -1.071 -0.1592
O -1.673 -1.165 -0.384 -0.0487
O -1.192 -5.448 3.648 -0.0993
H 3.754 -0.566 1.899 0.0797
H 2.945 -2.791 2.822 0.0877
H 1.343 -1.735 2.791 0.0953
S -5.941 0.920 0.138 0.5679
H 3.930 1.700 0.770 0.0793
O 0.560 -1.704 -0.616 -0.1295
C -0.651 -2.140 0.117 -0.2160
H -6.686 2.002 0.670 -0.1489
H 2.803 3.957 -0.735 0.0595
H 2.630 3.696 1.149 0.0748
H 1.283 2.420 -2.412 0.0377
H -1.042 0.402 0.867 0.1553
H -3.061 2.673 0.292 0.1070
O -1.156 -3.442 4.506 -0.1072
C 3.019 1.715 -0.002 -0.4693
C -0.897 0.114 -0.264 -0.2800
C 0.623 -0.218 -0.821 -0.5164
C 2.187 -2.205 2.117 -0.1807
C -0.610 -4.446 4.034 -1.1944
```

**Highest occupied orbital energy**: 2.125 eV
**Max |F|**: 10.435 eV/A
**Total charge**: -2
**E**: -59020.5735 eV
**Multiplicity**: 1